No. 1
C7H8N4O3S | the ωB97M-V functional and the def2-TZVPD basis

Each line ends with the natural charge from an NBO analysis.
Geometry (Å):
C (-3.34948, 0.99406, 0.51218)  -0.19
C (-2.41703, 1.88412, 1.03827)  -0.20
C (-2.88401, -0.06289, -0.26941)  -0.21
C (-1.09379, 1.75397, 0.81857)  -0.19
C (-1.54484, -0.22742, -0.46180)  -0.17
C (-0.67292, 0.72670, 0.03461)  -0.17
C (0.80180, 0.45992, -0.20373)  0.84
N (3.85128, 1.53221, -0.70098)  -1.13
N (4.96189, -2.00335, -0.18156)  -0.15
N (2.78784, -2.41581, -0.85305)  -0.57
N (3.97674, -2.25642, -0.68158)  0.25
O (1.19859, -0.38218, -1.00365)  -0.62
O (1.55259, 1.18588, 0.61389)  -0.72
O (2.72527, 3.31918, 0.66902)  -0.84
S (3.17484, 1.70668, 0.59216)  1.60
H (-4.42340, 1.04171, 0.73157)  0.23
H (-2.77096, 2.71371, 1.72159)  0.22
H (-3.52261, -0.85470, -0.80874)  0.23
H (-0.45543, 2.60423, 1.14173)  0.24
H (-1.10580, -1.03669, -1.11667)  0.25
H (4.54718, 0.88422, -0.75349)  0.41
H (2.13464, -1.60501, -0.85678)  0.42
H (3.34047, 3.54576, -0.09169)  0.50

Calculated values
- maximum force (eV/A) = 3.86
- gap between HOMO and LUMO (eV) = 9.14
- relative energy (zero: lowest compared OMol25 entry of this formula, charge and spin) (kcal per mole) = 82.3
- charge = 0

No. 2
C15H26DyIO2P2 | the ωB97M-V functional and the def2-TZVPD basis

Each line ends with the Löwdin spin population.
Geometry (Å):
C (0.05039, 0.32641, -7.00280)  0.00
C (0.05875, 1.24007, -5.89834)  0.00
H (0.05235, 0.88711, -7.96603)  0.00
H (-0.85088, -0.30510, -6.90782)  0.00
H (0.94308, -0.31781, -6.91139)  0.00
O (0.06920, 2.29272, -5.39867)  0.00
I (0.02600, -0.36414, -3.13424)  -0.02
Dy (0.03993, -0.30098, -0.31074)  5.09
P (2.69970, 0.28263, 0.14706)  -0.01
C (3.59510, 1.60603, 0.99190)  0.00
C (3.51679, -1.20352, 0.85443)  0.00
H (4.60425, -1.09313, 0.73556)  0.00
H (4.49980, 0.21005, -1.48053)  0.00
H (3.17639, -2.11384, 0.34689)  0.00
H (2.94327, -0.35501, -2.19926)  0.00
H (3.32562, 1.60176, 2.05518)  0.00
H (3.26705, -1.27636, 1.92001)  0.00
C (3.41587, 0.38109, -1.53563)  0.00
H (4.67813, 1.43967, 0.88456)  0.00
H (3.22186, 1.38183, -1.94249)  0.00
H (3.32082, 2.56898, 0.54395)  0.00
P (-2.59317, 0.34273, 0.15022)  -0.01
C (-3.48359, 1.65372, 1.01750)  0.00
C (-3.33180, 0.43035, -1.51784)  0.00
H (-3.06512, -2.05546, 0.34678)  0.00
H (-4.48317, -1.03580, 0.77524)  0.00
H (-3.11761, -1.22847, 1.92722)  0.00
C (-3.39357, -1.14893, 0.86898)  0.00
H (-2.87487, -0.31670, -2.17981)  0.00
H (-4.41587, 0.26952, -1.44423)  0.00
H (-4.56559, 1.50087, 0.88490)  0.00
H (-3.19217, 2.62311, 0.59554)  0.00
H (-3.13370, 1.42459, -1.93739)  0.00
H (-3.23669, 1.62373, 2.08524)  0.00
C (0.11891, 1.88695, 0.63822)  -0.02
O (0.15894, 2.91276, 1.17688)  0.00
C (-0.22572, -1.91720, 4.59427)  0.00
C (0.17578, -2.68977, 3.49846)  0.00
C (0.20526, -2.11187, 2.21276)  0.00
C (-0.14670, -0.77515, 2.06067)  -0.01
C (-0.51709, 0.00696, 3.13631)  0.00
C (-0.57298, -0.57212, 4.42631)  0.00
H (-0.26367, -2.35363, 5.59569)  0.00
H (0.45371, -3.73883, 3.65058)  0.00
H (0.51001, -2.72669, 1.35596)  0.00
H (-0.77679, 1.06071, 3.01004)  0.00
H (-0.88623, 0.04612, 5.27991)  0.00

Calculated values
- maximum force (eV/A) = 6.22
- gap between HOMO and LUMO (spin up / spin down) (eV) = 5.85 / 5.83
- charge = +2
- expectation value of S² = 9.3630
- spin multiplicity = 6

No. 3
C2H2Cl2O | the ωB97M-V functional and the def2-TZVPD basis

Each line ends with the natural charge from an NBO analysis.
Geometry (Å):
C (-0.56278, 1.04511, 1.32558)  -0.24
C (-0.14713, 2.20064, 1.23082)  -0.14
Cl (0.28865, 3.73847, 0.79923)  0.13
H (-0.55547, 0.01913, 1.65698)  0.25
O (0.70973, -0.43830, -1.31765)  -0.69
Cl (1.51191, -1.87907, -0.87384)  0.20
H (1.32694, 0.34200, -1.06178)  0.49

Calculated values
- maximum force (eV/A) = 2.86
- gap between HOMO and LUMO (eV) = 10.11
- relative energy (zero: lowest compared OMol25 entry of this formula, charge and spin) (kcal per mole) = 97.2
- charge = 0
- SMILES = C#CCl.OCl

No. 4
C6H15N4 | the ωB97M-V functional and the def2-TZVPD basis

Each line ends with the natural charge from an NBO analysis.
Geometry (Å):
C (-1.01536, -0.20192, 0.98928)  -0.11
C (2.03875, 1.39278, -1.09011)  0.32
C (3.42325, 1.59240, -0.63276)  -0.67
C (1.43734, 2.32753, -2.05281)  -0.70
C (-1.79236, -1.01351, -1.21087)  -0.46
C (-1.97035, -2.13410, 2.54622)  -0.40
N (1.39175, 0.36069, -0.66762)  -0.31
N (0.18545, 0.06183, -1.07162)  -0.10
N (-0.76273, -0.43254, -0.30547)  -0.06
N (-2.13353, -0.75920, 1.80736)  -0.56
H (-0.28586, 0.21908, 1.59103)  0.22
H (3.47278, 2.00017, 0.34385)  0.25
H (3.90551, 2.39896, -1.37729)  0.23
H (4.00567, 0.68389, -0.43835)  0.26
H (0.35071, 2.33574, -1.95611)  0.24
H (1.62194, 1.83041, -3.01528)  0.26
H (1.87366, 3.44053, -2.08361)  0.25
H (-1.95850, -2.08657, -1.05313)  0.23
H (-2.73583, -0.38282, -1.19256)  0.22
H (-1.52287, -0.86994, -2.30928)  0.29
H (-1.24979, -2.63369, 1.95565)  0.23
H (-1.73896, -1.82353, 3.65415)  0.24
H (-2.86945, -2.70724, 2.55408)  0.23
H (-2.23012, 0.01894, 2.54959)  0.47
H (-3.03203, -0.93497, 1.16595)  0.46

Calculated values
- maximum force (eV/A) = 3.32
- gap between HOMO and LUMO (spin up / spin down) (eV) = 7.66 / 7.66
- relative energy (zero: lowest compared OMol25 entry of this formula, charge and spin) (kcal per mole) = 126.2
- charge = +1

No. 5
C4H11NO6S | the ωB97M-V functional and the def2-TZVPD basis

Each line ends with the natural charge from an NBO analysis.
Geometry (Å):
C (1.99991, 0.97965, 2.15933)  -0.59
C (0.72914, 0.19510, 1.73637)  -0.50
C (-0.18046, 1.54651, -1.64061)  0.51
C (0.56848, 0.21960, 0.24259)  0.67
N (-0.02091, 1.33828, -0.20905)  -0.65
O (-2.62453, -1.05985, 0.41754)  -0.90
O (-0.92944, -2.85014, 0.41645)  -0.93
O (-2.04894, -2.42437, -1.68422)  -0.90
O (-1.38755, 0.89770, -2.01545)  -0.73
O (0.92192, 1.27540, -2.37364)  -0.70
O (1.23581, -0.55645, -0.42017)  -0.67
S (-1.51133, -1.49426, -0.36318)  1.75
H (2.68128, 0.58859, 1.47273)  0.22
H (2.21098, 0.80490, 3.17299)  0.21
H (2.00196, 2.09982, 2.15669)  0.21
H (1.04602, -0.81217, 2.03834)  0.24
H (-0.25285, 0.53800, 2.27123)  0.21
H (-0.32776, 2.66018, -1.90009)  0.16
H (-0.81611, 1.67001, 0.33499)  0.41
H (-3.02542, -2.48483, -1.45920)  0.49
H (-1.11787, -0.08664, -2.18709)  0.47
H (-0.57154, -3.59003, -0.08778)  0.51
H (1.41920, 0.54502, -2.07877)  0.50

Calculated values
- maximum force (eV/A) = 3.42
- gap between HOMO and LUMO (eV) = 10.63
- relative energy (zero: lowest compared OMol25 entry of this formula, charge and spin) (kcal per mole) = 0.0
- charge = 0

No. 6
C4H6N2O | the ωB97M-V functional and the def2-TZVPD basis

Each line ends with the natural charge from an NBO analysis.
Geometry (Å):
C (-2.02966, -0.62990, 0.48885)  -0.65
C (-0.68615, -0.30393, -0.07642)  0.34
N (-0.38985, -0.11685, -1.33219)  -0.45
C (0.91807, 0.33581, -1.35144)  -0.20
C (1.39029, 0.43145, -0.07677)  0.39
O (2.54503, 0.85284, 0.49299)  -0.67
N (0.37386, 0.01647, 0.74078)  -0.56
H (-2.48424, -1.47619, -0.02855)  0.24
H (-2.69043, 0.23551, 0.36973)  0.23
H (-1.96987, -0.85721, 1.55795)  0.21
H (1.42900, 0.57061, -2.27428)  0.20
H (3.09480, 1.22875, -0.20413)  0.49
H (0.49915, -0.28736, 1.69348)  0.42

Calculated values
- maximum force (eV/A) = 0.37
- gap between HOMO and LUMO (eV) = 8.73
- relative energy (zero: lowest compared OMol25 entry of this formula, charge and spin) (kcal per mole) = 14.6
- charge = 0
- SMILES = Cc1ncc(O)[nH]1

no.,energy (eV)
1,-30322.4918
2,-70817.5699
3,-29194.2700
4,-12413.6972
5,-28935.3381
6,-9272.8700